1.
Here is 11 unconnected molecules or ions with the total composition C12H6Cl40NO in a non-equilibrium geometry from the Open Molecules 2025 dataset. Energies are from wB97M-V/def2-TZVPD.

```
60
Properties=species:S:1:pos:R:3
N -5.867 -2.912 -2.024
C -4.470 -3.431 -2.007
C -3.583 -2.729 -3.024
O -3.988 -2.307 -4.032
H -5.900 -1.959 -1.642
H -6.298 -2.980 -2.951
H -6.423 -3.492 -1.389
H -4.046 -3.387 -1.011
H -4.513 -4.482 -2.295
H -2.509 -2.674 -2.775
C -4.744 0.306 0.797
Cl -5.659 0.818 2.209
Cl -3.440 1.436 0.472
Cl -4.070 -1.313 1.079
Cl -5.823 0.242 -0.619
C -0.209 1.904 -2.413
Cl -1.192 3.146 -1.631
Cl -1.271 0.607 -3.004
Cl 0.666 2.607 -3.774
Cl 0.936 1.235 -1.250
C 2.499 -2.745 -1.501
Cl 2.719 -4.425 -2.001
Cl 1.091 -2.064 -2.334
Cl 2.232 -2.681 0.246
Cl 3.930 -1.793 -1.912
C -8.707 -5.369 -3.673
Cl -10.136 -5.616 -4.663
Cl -7.498 -4.450 -4.599
Cl -9.135 -4.444 -2.218
Cl -8.020 -6.923 -3.202
C -2.126 6.117 1.290
Cl -3.135 7.293 0.441
Cl -2.652 4.476 0.872
Cl -0.441 6.322 0.798
Cl -2.270 6.352 3.032
C 6.596 -4.930 -3.278
Cl 5.571 -3.743 -4.098
Cl 6.112 -6.559 -3.764
Cl 8.284 -4.657 -3.725
Cl 6.405 -4.758 -1.527
C 11.425 -4.858 -0.560
Cl 11.812 -3.663 0.685
Cl 11.820 -6.476 0.033
Cl 9.702 -4.775 -0.947
Cl 12.369 -4.518 -2.017
C 0.774 4.686 5.608
Cl 0.482 5.423 4.027
Cl 0.877 5.953 6.836
Cl -0.562 3.592 5.996
Cl 2.289 3.776 5.568
C 2.653 8.377 -1.413
Cl 1.640 9.559 -2.250
Cl 2.119 6.743 -1.833
Cl 4.337 8.590 -1.900
Cl 2.509 8.609 0.334
C 1.317 2.577 9.793
Cl 1.551 2.430 11.540
Cl 2.835 2.213 8.967
Cl 0.072 1.433 9.269
Cl 0.805 4.225 9.400
```

As for the calculated total energy: -18998.1304 Eh. The net charge is +1. The largest force on an atom comes out at 3.16 eV Å⁻¹. For the HOMO-LUMO gap, the calculation gives 0.32553 Ha. The HOMO energy comes out at -12.048 eV. As for the LUMO energy: -3.19 eV.

***

2.
Here is 2 unconnected molecules or ions with the total composition C3H8ClNS in a non-equilibrium geometry from the Open Molecules 2025 dataset. Energies are from wB97M-V/def2-TZVPD.

```
14
Properties=species:S:1:pos:R:3
C 0.291 1.329 0.700
C -1.210 -0.016 -0.689
C 0.244 -1.022 0.927
N -0.230 0.024 0.360
S -0.326 -2.544 0.857
Cl 1.918 -0.408 -1.861
H 0.992 1.525 -0.131
H -0.571 1.907 0.523
H 0.723 1.358 1.736
H -1.071 -1.142 -0.980
H -2.302 0.283 -0.427
H -1.067 0.554 -1.552
H 1.172 -0.827 1.426
H 1.437 -1.020 -0.890
```

The energy above the lowest of the compared OMol25 structures with the same formula, charge and spin is 27.2 kcal/mol. As for the calculated total energy: -1032.1914 Eh. The net charge is 0. The largest force on an atom comes out at 4.18 eV Å⁻¹. For the HOMO-LUMO gap, the calculation gives 0.33661 Ha. The HOMO energy comes out at -8.453 eV. As for the LUMO energy: 0.71 eV.

***

3.
Here is 11 unconnected molecules or ions with the total composition H21O11 in a non-equilibrium geometry from the Open Molecules 2025 dataset. Energies are from wB97M-V/def2-TZVPD.

```
32
Properties=species:S:1:pos:R:3
O -2.485 -3.984 1.781
H -1.568 -3.644 1.258
H -2.532 -3.317 2.572
O 1.217 -3.889 -2.090
H 0.644 -4.724 -1.901
H 0.755 -3.108 -1.860
O 4.214 -0.259 -1.060
H -3.746 1.788 -1.022
H 0.199 3.563 -0.832
O -1.196 -1.664 0.512
H -1.618 -1.743 -0.296
H 1.580 0.533 0.709
O 0.816 2.293 3.545
H -0.740 1.767 0.113
H -0.642 -0.807 0.584
O -0.013 3.003 -1.519
H 0.716 2.363 -1.730
H 0.671 -0.094 -0.934
O 0.392 0.403 -0.279
H 3.433 -0.814 -1.056
O -3.723 2.793 -0.814
H 4.655 -0.551 -0.403
H -2.800 2.950 -0.726
O -0.897 -1.278 -2.349
H -0.774 -0.797 -1.586
H -0.581 -0.765 -3.084
O -0.727 2.128 1.009
H 0.844 1.472 3.147
H -0.215 1.535 1.455
O 2.185 0.607 1.454
H 0.468 2.821 2.843
H 2.987 0.346 1.223
```

The energy above the lowest of the compared OMol25 structures with the same formula, charge and spin is 90.7 kcal/mol. As for the calculated total energy: -840.1997 Eh. The net charge is -1. The largest force on an atom comes out at 9.39 eV Å⁻¹. For the HOMO-LUMO gap, the calculation gives 0.33246 Ha. The HOMO energy comes out at -6.274 eV. As for the LUMO energy: 2.77 eV.

***

4.
Here is a molecular structure, C24H27BrN2OTc in a non-equilibrium geometry from the Open Molecules 2025 dataset. Energies are from wB97M-V/def2-TZVPD.

```
56
Properties=species:S:1:pos:R:3
Tc 0.668 0.351 -0.895
O 5.440 3.929 -2.457
C 4.468 3.058 -2.278
C 4.171 2.009 -3.155
C 3.134 1.165 -2.856
N 2.387 1.307 -1.733
C 2.721 2.324 -0.932
Br 1.514 2.321 0.561
C 3.707 3.231 -1.107
H 5.941 3.777 -3.276
H 4.745 1.858 -4.061
H 2.880 0.343 -3.512
H 3.918 4.035 -0.414
C -5.421 1.081 2.149
C -3.955 0.730 2.022
C -3.138 0.607 3.169
C -1.752 0.304 3.165
C -0.985 0.196 4.462
C -1.177 0.117 1.952
C -1.943 0.231 0.727
C -3.360 0.533 0.812
N -1.284 0.087 -0.400
C -1.879 0.036 -1.792
C -1.912 1.492 -2.286
C -0.831 -0.764 -2.594
C -3.228 -0.663 -1.989
H -5.793 0.884 3.154
H -6.024 0.508 1.446
H -5.577 2.142 1.941
H -3.613 0.749 4.137
H -1.609 -0.196 5.264
H -0.633 1.181 4.777
H -0.118 -0.457 4.361
H -0.136 -0.173 1.877
H -3.950 0.658 -0.078
H -0.920 1.975 -2.267
H -2.586 2.099 -1.681
H -2.250 1.508 -3.323
H 0.275 -0.502 -2.513
H -0.978 -0.599 -3.660
H -0.889 -1.825 -2.373
H -4.075 0.015 -1.926
H -3.368 -1.496 -1.298
H -3.240 -1.074 -3.000
C 1.353 -1.057 -0.113
C 1.943 -2.173 0.459
C 2.409 -2.121 1.795
C 3.024 -3.226 2.325
C 3.176 -4.371 1.539
C 2.715 -4.436 0.222
C 2.097 -3.342 -0.329
H 2.294 -1.216 2.379
H 3.394 -3.211 3.341
H 3.669 -5.236 1.965
H 2.846 -5.339 -0.358
H 1.733 -3.363 -1.350
```

The energy above the lowest of the compared OMol25 structures with the same formula, charge and spin is 0.0 kcal/mol. As for the calculated total energy: -3769.2173 Eh. The net charge is +3. The largest force on an atom comes out at 1.69 eV Å⁻¹. For the HOMO-LUMO gap (spin up / spin down), the calculation gives 0.18803 / 0.18813 Ha. The HOMO energy (spin up / spin down) comes out at -17.296 / -17.297 eV. As for the LUMO energy (spin up / spin down): -12.18 / -12.18 eV.